The following is a quantum chemistry calculation of a cluster of 3 separate species, C5H8O2 in total at a distorted geometry, from the Open Molecules 2025 dataset.

Structure (XYZ):
```
15
Properties=species:S:1:pos:R:3
C -0.8347 2.0151 -0.0071
C -0.0496 1.3475 0.8018
O 0.6988 0.8028 1.5173
H -1.5477 1.4695 -0.6058
H -0.7942 3.0955 -0.0196
C -1.1109 -1.3595 -0.7494
C -1.3849 -1.3429 0.5510
H -1.8667 -1.1202 -1.4930
H -0.1147 -1.5989 -1.1099
H -2.3674 -1.0791 0.9320
H -0.6216 -1.5727 1.2881
C 2.4983 -0.1581 -0.2701
O 2.2321 -1.3058 -0.5245
H 2.0316 0.6835 -0.8190
H 3.2317 0.1233 0.5082
```

Summary:
- SMILES: C=C=O.C=C.C=O
- E: -9406.783 eV
- ΔE to the lowest compared entry with this formula, charge and spin: 70.3 kcal/mol
- Charge: 0

---

The following is a quantum chemistry calculation of an isolated molecule of C13H24BrN5S2 at a distorted geometry, from the Open Molecules 2025 dataset.

Structure (XYZ):
```
45
Properties=species:S:1:pos:R:3
C 1.1308 0.9070 3.1983
N 2.1925 0.0967 2.5639
C 1.7033 -0.9994 1.7404
C 1.2401 -0.6362 0.2602
N 1.2016 -1.9405 -0.4975
C 1.0805 -1.7918 -1.9748
C 2.3652 -0.9381 -2.4237
N 2.1320 0.4333 -1.9317
C 2.0532 0.5165 -0.4598
C 1.5428 1.9706 -0.1208
C 0.0194 2.1566 -0.5327
C -0.9121 2.6202 0.6510
S -2.7024 2.5735 0.1764
C -2.9083 1.0649 -0.7366
S -2.6661 1.2037 -2.4666
N -3.2050 -0.2317 -0.1601
C -4.3985 -0.9472 -0.3881
C -4.2501 -2.2066 0.3431
N -3.0042 -2.2447 1.0206
C -2.4564 -1.0457 0.6732
H 1.1665 0.7648 4.3213
H 0.1170 0.5464 2.8751
H 1.2351 2.0113 3.0307
H 2.9194 0.6520 2.1214
H 2.4501 -1.8429 1.7147
H 0.7908 -1.4143 2.2655
H 0.1615 -0.3055 0.3357
H 2.0576 -2.4782 -0.2966
H 0.4137 -2.5393 -0.1907
H 1.1644 -2.7951 -2.4689
H 0.1619 -1.2565 -2.3206
H 2.5723 -1.0165 -3.5165
H 3.2399 -1.3424 -1.8257
H 1.2512 0.7288 -2.3673
H 3.1187 0.4555 -0.0737
H 1.7754 2.3042 0.9198
H 2.1264 2.6632 -0.7969
H -0.3917 1.2097 -0.9892
H -0.0432 2.9514 -1.3226
H -0.5962 3.6302 1.0203
H -0.7856 1.8780 1.4824
H -5.2798 -0.6354 -0.9950
H -5.0079 -3.0235 0.3481
H -1.4383 -0.8268 1.0716
Br -3.3374 -0.8803 -3.2776
```

Summary:
- E: -113028.400 eV
- ΔE to the lowest compared entry with this formula, charge and spin: 0.0 kcal/mol
- Charge: 0

---

Number 1: LUMO energy 0.9 eV, Kohn-Sham gap 10.410 eV. Number 2: LUMO energy -0.5 eV, Kohn-Sham gap 4.791 eV.